No. 1
97
Properties=species:S:1:pos:R:3 method="wB97M-V/def2-TZVPD" s2=0.76 relative_energy_kj_mol=221.5 gap_ev="6.22 / 5.64" multiplicity=2 lumo_energy_ev="-3.0 / -3.6" total_charge=+1
Yb -0.93 0.91 0.44
C -3.25 1.84 -2.00
C -3.90 3.02 -1.21
C -2.95 3.79 -0.31
C -3.13 5.17 -0.25
C -2.27 5.91 0.50
C -1.27 5.27 1.21
C -1.07 3.90 1.00
N -1.97 3.13 0.40
N -2.98 0.58 -1.20
C -4.20 0.02 -0.55
C -4.25 -0.02 0.91
C -5.49 -0.17 1.52
C -5.57 -0.24 2.92
C -4.38 -0.28 3.64
C -3.18 -0.08 2.94
N -3.10 0.05 1.62
C -2.45 -0.39 -2.23
C -2.03 -1.63 -1.53
C -2.37 -2.92 -2.04
C -1.82 -4.06 -1.45
C -1.16 -3.88 -0.23
C -0.92 -2.60 0.24
N -1.23 -1.50 -0.45
H -2.26 2.12 -2.38
H -3.91 1.56 -2.86
H -4.75 2.63 -0.60
H -4.36 3.73 -1.92
H -3.98 5.66 -0.71
H -2.29 6.98 0.50
H -0.71 5.75 1.99
H 0.14 3.53 1.16
H -4.41 -1.00 -0.98
H -5.11 0.57 -0.86
H -6.43 -0.02 0.98
H -6.51 -0.25 3.45
H -4.33 -0.42 4.72
H -2.23 -0.16 3.47
H -1.61 0.14 -2.60
H -3.21 -0.57 -3.03
H -3.05 -2.94 -2.87
H -1.93 -5.01 -1.99
H -0.77 -4.73 0.31
H -0.49 -2.48 1.22
F 5.40 5.28 1.27
C 4.23 4.52 1.21
C 3.91 3.50 2.14
C 2.56 3.06 2.11
C 1.64 3.47 1.19
C 2.07 4.30 0.17
C 3.31 4.88 0.19
H 4.60 3.10 2.84
H 2.22 2.40 2.90
H 1.40 4.50 -0.65
H 3.59 5.60 -0.59
C 1.55 -2.04 7.04
C 1.01 -2.07 5.62
C 0.61 -3.24 4.98
C 0.20 -3.13 3.66
N 0.18 -1.95 3.04
C 0.52 -0.82 3.72
S 0.55 0.65 2.76
N 0.85 -0.89 5.05
H 0.70 -2.15 7.74
H 2.03 -1.09 7.21
H 2.26 -2.88 7.19
H 0.64 -4.23 5.47
H -0.13 -3.95 3.02
C 2.55 -5.71 -4.01
C 3.56 -4.63 -3.71
S 2.86 -2.98 -3.63
O 1.69 -3.04 -2.82
O 2.80 -2.41 -4.98
C 4.15 -2.10 -2.68
C 4.10 -0.57 -2.61
N 2.72 0.00 -2.36
C 1.94 -0.16 -1.25
N 0.98 0.80 -1.18
C 1.19 1.65 -2.24
C 2.23 1.17 -2.97
N 2.70 1.70 -4.17
O 1.96 2.55 -4.68
O 3.76 1.23 -4.71
C 2.12 -1.13 -0.14
H 2.96 -6.61 -4.46
H 1.84 -5.32 -4.76
H 2.02 -6.00 -3.12
H 4.36 -4.57 -4.43
H 3.99 -4.90 -2.73
H 5.10 -2.36 -3.18
H 4.27 -2.60 -1.71
H 4.30 -0.04 -3.54
H 4.85 -0.18 -1.92
H 0.62 2.55 -2.46
H 3.07 -0.91 0.40
H 2.20 -2.11 -0.61
H 1.27 -1.05 0.50

=====

No. 2
16
Properties=species:S:1:pos:R:3 method="wB97M-V/def2-TZVPD" relative_energy_kj_mol=556.2 gap_ev=9.77 lumo_energy_ev=0.8
C 0.71 -1.28 -1.15
C -0.66 1.91 -0.35
C -0.14 -0.72 1.89
N 0.45 0.22 0.92
O 1.43 -0.40 0.19
O -0.72 0.53 -0.04
O 0.63 -0.46 -2.25
H -0.20 0.04 -2.15
H -0.22 -1.79 -0.91
H 1.55 -1.95 -1.21
H -1.29 2.08 -1.23
H 0.37 2.20 -0.61
H -1.04 2.51 0.48
H -0.79 -1.46 1.41
H 0.66 -1.26 2.40
H -0.72 -0.16 2.62

=====

No. 3
13
Properties=species:S:1:pos:R:3 method="wB97M-V/def2-TZVPD" relative_energy_kj_mol=319.0 gap_ev=10.32 lumo_energy_ev=-4.4 total_charge=+1
O 2.18 -0.32 -0.81
H 2.91 0.17 -1.21
H 2.44 -1.38 -0.92
O -1.84 0.74 -0.53
H -2.75 0.81 -0.87
H -0.96 -0.38 -0.51
O -0.61 0.84 1.57
H -0.15 1.45 2.12
H -1.67 1.06 0.45
O -0.06 -0.81 0.02
H -0.20 -1.82 0.21
H -0.22 -0.11 1.04
H 0.94 -0.24 -0.57

=====

No. 4
23
Properties=species:S:1:pos:R:3 method="wB97M-V/def2-TZVPD" relative_energy_kj_mol=241.8 gap_ev=9.83 lumo_energy_ev=0.9
C 0.14 -2.30 2.67
C -0.05 -3.49 1.57
H -0.90 -1.88 2.76
H 0.60 -2.44 3.63
H 0.71 -1.45 2.33
H -1.18 -3.86 1.89
H 0.60 -4.25 1.83
H 0.03 -3.17 0.56
C 2.11 1.96 -0.70
C -0.98 0.35 -2.14
C 0.36 0.62 -1.88
C -1.93 1.25 -1.68
C 0.66 1.61 -0.86
C -1.67 2.16 -0.67
C -0.31 2.19 -0.12
H -1.24 -0.38 -2.81
H 1.12 0.16 -2.40
H -2.94 1.15 -2.05
H -2.52 2.59 -0.47
H 2.50 2.28 -1.68
H 2.76 1.25 -0.50
H -0.04 2.82 0.79
H 2.19 2.85 -0.06

=====

No. 5
84
Properties=species:S:1:pos:R:3 method="wB97M-V/def2-TZVPD" s2=6.04 relative_energy_kj_mol=70.2 gap_ev="5.14 / 5.19" multiplicity=5 lumo_energy_ev="4.1 / 4.1" total_charge=-2
Cr -0.02 -0.67 -0.95
C -4.14 3.31 4.65
C -3.74 2.61 3.38
C -4.37 2.89 2.17
C -3.96 2.23 1.03
C -2.93 1.29 1.07
N -2.63 0.59 -0.14
C -1.00 0.47 -2.45
C -2.11 0.20 -3.24
C -2.42 0.98 -4.36
C -1.62 2.05 -4.72
C -1.93 2.87 -5.95
C -0.51 2.33 -3.94
C -0.21 1.56 -2.83
C 0.98 1.78 -1.89
O 0.85 1.02 -0.76
C 1.01 3.25 -1.40
F 1.87 3.47 -0.40
F 1.37 4.10 -2.41
F -0.19 3.67 -0.97
C 2.30 1.47 -2.60
F 3.41 1.98 -2.05
F 1.00 -1.04 -2.46
F 2.36 1.66 -3.92
C -2.24 1.03 2.25
C -2.70 1.69 3.39
C -0.96 0.11 2.26
O -0.41 -0.23 1.11
C -1.30 -1.19 3.07
F -1.97 -2.05 2.30
F -2.08 -0.99 4.17
F -0.20 -1.81 3.51
C 0.13 0.91 3.08
F -0.11 0.97 4.43
F 1.35 0.40 2.96
F 0.20 2.18 2.65
H -5.19 3.62 4.61
H -4.01 2.67 5.52
H -3.54 4.21 4.81
H -5.17 3.61 2.13
H -4.44 2.40 0.07
H -2.77 -0.63 -3.00
H -3.30 0.74 -4.95
H -3.01 2.91 -6.13
H -1.57 3.90 -5.84
H -1.46 2.46 -6.84
H 0.13 3.16 -4.22
H -2.22 1.49 4.34
Se 0.23 -3.65 -2.22
Se -1.48 -4.49 -0.94
C -2.58 -2.94 -0.64
C -3.87 -3.31 -0.29
C -4.74 -2.33 0.16
C -4.30 -1.04 0.22
C -2.99 -0.73 -0.19
N -2.12 -1.67 -0.62
C 1.44 -3.32 -0.73
C 2.32 -4.35 -0.46
C 3.05 -4.20 0.77
C 2.98 -3.06 1.47
C 2.22 -1.86 0.97
N 1.26 -2.19 -0.09
H -4.16 -4.35 -0.37
H -5.75 -2.59 0.45
H -4.94 -0.23 0.56
H -1.71 0.84 -0.49
H 2.31 -5.26 -1.03
H 3.66 -5.02 1.15
H 3.55 -2.94 2.39
H 1.63 -1.45 1.80
F 8.65 -1.85 0.74
C 7.32 -1.55 0.67
C 6.79 -0.64 1.56
C 5.43 -0.36 1.48
C 4.61 -0.96 0.53
C 3.14 -0.69 0.45
C 5.19 -1.88 -0.35
C 6.55 -2.18 -0.29
H 7.43 -0.17 2.29
H 4.99 0.36 2.16
H 2.87 -0.52 -0.59
H 2.90 0.24 0.96
H 4.56 -2.38 -1.07
H 7.00 -2.90 -0.96

=====

No. 6
67
Properties=species:S:1:pos:R:3 method="wB97M-V/def2-TZVPD" gap_ev=3.20 lumo_energy_ev=1.2 total_charge=-1
C -2.74 -2.32 3.55
C -1.96 -3.14 2.41
C -1.38 -2.22 1.21
C -0.11 -1.38 1.78
C 1.15 -2.31 2.16
C 0.24 -0.13 0.86
C -0.25 1.33 1.08
P -1.40 2.05 2.41
C -0.46 2.42 4.01
O -2.55 0.77 2.67
N 0.36 2.11 0.02
C 0.13 3.59 -0.07
C -1.14 4.01 -0.95
F -1.96 4.92 -0.20
C 1.17 1.31 -0.87
C 1.98 1.87 -2.12
C 1.41 1.39 -3.55
C -0.13 1.83 -3.77
C -1.15 0.74 -3.19
N -1.72 -0.14 -4.29
C -3.09 -0.46 -3.81
C -3.44 -1.67 -2.83
O -4.04 0.25 -4.23
N 1.04 -0.02 -0.34
B 1.74 -1.15 -1.05
C 3.34 -1.37 -0.79
O 0.98 -2.00 -1.97
H -2.96 -3.08 4.39
H -3.75 -1.90 3.23
H -2.14 -1.48 4.03
H -2.75 -3.82 1.91
H -1.15 -3.83 2.83
H -1.09 -2.86 0.30
H -2.15 -1.43 0.87
H -0.49 -0.94 2.78
H 2.15 -1.75 2.21
H 1.27 -3.07 1.29
H 0.98 -2.95 3.10
H 0.31 3.23 3.81
H -1.24 2.86 4.74
H -0.03 1.45 4.44
H -2.84 0.78 3.61
H 0.01 4.05 0.99
H 1.12 4.03 -0.47
H -0.74 4.53 -1.90
H -1.71 3.07 -1.30
H 3.05 1.46 -2.04
H 2.08 3.01 -2.04
H 1.60 0.28 -3.71
H 2.01 1.98 -4.35
H -0.23 2.87 -3.28
H -0.30 1.95 -4.89
H -2.01 1.30 -2.67
H -0.67 0.04 -2.43
H -1.79 0.42 -5.16
H -2.66 -2.51 -2.85
H -4.45 -2.10 -3.14
H -3.53 -1.32 -1.75
H 3.81 -1.52 -1.82
H 3.50 -2.24 -0.06
H 3.71 -0.38 -0.35
H 1.32 -1.86 -2.89
O 4.10 -0.80 3.41
S 5.15 -1.72 2.90
O 5.95 -1.02 1.86
O 4.50 -2.91 2.29
O 6.02 -2.14 4.01

=====

No. 7
77
Properties=species:S:1:pos:R:3 method="wB97M-V/def2-TZVPD" relative_energy_kj_mol=149.2 gap_ev=8.70 lumo_energy_ev=-2.0 total_charge=+1
N -23.01 -10.76 1.36
H -22.88 -10.88 2.39
H -22.42 -11.40 0.85
H -22.66 -9.80 1.19
H -24.03 -10.75 1.26
C -20.80 -8.44 -0.60
O -21.82 -8.36 0.13
N -19.88 -7.46 -0.73
N -20.49 -9.51 -1.31
H -18.97 -7.63 -1.13
H -19.99 -6.56 -0.31
H -19.71 -9.50 -1.94
H -21.12 -10.29 -1.39
C -20.97 -13.30 -2.80
O -20.05 -13.61 -3.57
N -21.56 -12.07 -2.79
N -21.29 -14.07 -1.76
H -21.30 -11.67 -3.67
H -22.26 -11.78 -2.12
H -20.81 -14.95 -1.77
H -22.06 -13.97 -1.11
C -19.36 -11.11 1.87
O -20.28 -11.32 1.09
N -18.92 -9.88 2.16
N -18.64 -12.04 2.55
H -18.01 -9.73 2.54
H -19.53 -9.17 1.79
H -18.86 -13.00 2.30
H -18.00 -11.87 3.30
C -22.11 -10.82 4.98
O -22.86 -11.05 4.04
N -22.02 -11.53 6.15
N -21.28 -9.73 5.01
H -22.70 -12.21 6.42
H -21.46 -11.10 6.87
H -21.34 -9.19 4.16
H -20.50 -9.80 5.64
C -27.23 -12.22 4.75
O -27.54 -11.06 4.95
N -27.65 -13.29 5.49
N -26.36 -12.61 3.77
H -28.30 -13.13 6.25
H -27.26 -14.20 5.38
H -26.36 -13.60 3.68
H -26.10 -11.97 3.03
C -23.38 -14.75 1.30
O -22.90 -13.98 0.48
N -24.25 -15.71 0.83
N -23.21 -14.68 2.63
H -24.97 -16.16 1.38
H -24.46 -15.33 -0.08
H -23.57 -15.46 3.15
H -22.85 -13.84 3.06
C -26.75 -9.91 1.62
O -25.67 -10.44 1.87
N -26.95 -8.58 1.28
N -27.77 -10.66 1.12
H -27.74 -8.56 0.66
H -26.22 -7.89 1.22
H -27.76 -11.66 1.27
H -28.59 -10.28 0.69
C -24.34 -9.77 -1.61
O -23.59 -10.72 -1.34
N -24.07 -8.46 -1.41
N -25.57 -9.96 -2.15
H -24.67 -7.67 -1.57
H -23.14 -8.34 -1.01
H -26.04 -9.12 -2.41
H -25.82 -10.92 -2.32
C -23.68 -7.79 3.60
O -22.72 -8.35 3.11
N -24.47 -6.84 3.01
N -24.24 -8.16 4.78
H -24.10 -6.47 2.15
H -25.42 -6.68 3.25
H -23.94 -9.00 5.25
H -25.01 -7.61 5.10

=====

No. 8
73
Properties=species:S:1:pos:R:3 method="wB97M-V/def2-TZVPD" s2=6.06 relative_energy_kj_mol=0.0 gap_ev="7.38 / 5.26" multiplicity=5 lumo_energy_ev="-12.1 / -14.4" total_charge=+4
N 2.78 5.05 -8.55
C 3.85 4.88 -7.78
C 3.74 4.47 -6.44
C 2.47 4.19 -5.90
C 1.36 4.36 -6.75
C 1.57 4.81 -8.07
C 2.34 3.72 -4.52
Pt 0.81 0.26 1.49
P -0.47 -5.68 2.82
C 1.60 2.63 -4.17
C 1.51 2.12 -2.83
C 0.64 1.02 -2.59
C 0.52 0.47 -1.32
C 1.25 1.05 -0.28
C 2.16 2.10 -0.47
C 2.26 2.65 -1.75
Br 0.59 -0.97 3.57
H 2.91 4.26 -3.77
H 1.08 2.06 -4.94
H 4.65 4.33 -5.85
H 0.35 4.15 -6.41
H 4.83 5.07 -8.22
H 0.72 4.99 -8.73
H 0.05 0.62 -3.42
H 2.93 3.50 -1.94
H -0.10 -0.40 -1.10
H 2.74 2.45 0.38
P -1.34 0.95 1.67
C 1.13 -5.35 1.96
C 1.76 -6.62 1.40
H 1.78 -4.91 2.73
H 0.98 -4.61 1.17
H 2.85 -6.48 1.31
H 1.59 -7.48 2.06
H 1.37 -6.88 0.42
C -1.60 -5.15 1.46
C -2.98 -5.79 1.53
H -1.11 -5.44 0.52
H -1.68 -4.05 1.48
H -3.46 -5.74 0.54
H -2.93 -6.84 1.83
H -3.64 -5.27 2.24
C -0.53 -4.19 3.92
C -0.24 -4.54 5.37
H -1.55 -3.78 3.82
H 0.16 -3.40 3.57
H -0.68 -3.78 6.03
H -0.68 -5.50 5.63
H 0.83 -4.59 5.58
C -1.92 1.30 3.36
C -2.76 2.56 3.56
H -1.02 1.31 4.00
H -2.50 0.42 3.65
H -2.20 3.48 3.42
H -3.63 2.59 2.89
H -3.14 2.55 4.59
C -2.41 -0.37 1.04
C -3.09 -0.17 -0.31
H -3.16 -0.55 1.83
H -1.75 -1.25 1.03
H -4.03 0.39 -0.21
H -2.46 0.35 -1.03
H -3.33 -1.15 -0.74
C -1.64 2.42 0.64
C -0.71 3.58 0.96
H -2.69 2.72 0.73
H -1.51 2.11 -0.41
H -0.42 4.06 0.01
H -1.17 4.34 1.60
H 0.22 3.25 1.45
O 2.07 2.15 2.83
H 1.80 2.09 3.77
H 2.26 3.09 2.64

=====

The evaluated M for the records listed, in turn: 945.0 107.1 73.1 122.2 1001.5 498.3 558.5 709.5 g mol⁻¹.